# C22H33Cl5GdN6OSi

C22H33Cl5GdN6OSi as an isolated structure (ωB97M-V/def2-TZVPD, the OMol25 dataset).

As for the multiplicity: 8. The value obtained for the HOMO energy (alpha / beta) is -10.5 / -10.5 eV. Its expectation value of S² is 15.890. As for the gap between HOMO and LUMO (alpha / beta): 0.226 / 0.265 hartree. The relative energy (zero: lowest compared OMol25 entry of this formula, charge and spin) comes out at 1.515 eV. The total charge is +1.

Each line ends with the Löwdin spin population.
Geometry (Å):
Gd1 0.29385 0.46969 0.83740  7.161
Cl1 0.80615 -3.29161 -1.05920  -0.002
Cl2 -0.51215 1.27849 3.06500  -0.008
Cl3 2.88445 0.31749 3.75620  -0.002
Cl4 6.06655 -3.77691 0.01090  -0.003
Cl5 1.22945 -2.27721 4.55120  -0.009
Si1 1.54395 -1.03001 2.97910  -0.015
O1 1.31485 -0.41351 -0.73170  -0.045
N1 0.94645 2.91929 0.26580  -0.020
N2 -1.40705 -0.95861 -1.64800  0.001
N3 3.44525 0.62059 0.55130  0.003
N4 -1.81005 2.02039 -0.14430  -0.011
N5 -3.10915 -2.28701 -0.73360  -0.001
N6 -1.41295 -1.31401 0.60030  -0.027
C1 -3.45235 -2.24521 1.67180  -0.001
C2 -3.22985 -1.56181 -3.08200  0.000
C3 -1.94905 -2.00321 1.78060  -0.001
C4 2.33055 -1.18761 -0.47990  0.007
C5 -3.71665 -2.99721 0.37790  0.000
C6 4.65155 -2.79681 -0.14010  -0.009
C7 1.66555 3.32959 1.48830  0.001
C8 4.71625 -1.42771 0.19630  0.001
C9 -1.97535 -1.57401 -0.55680  -0.001
C10 -0.15435 3.87729 0.01310  -0.001
C11 -3.08815 1.55309 0.41690  0.000
C12 1.87355 2.94119 -0.88140  0.000
C13 3.45735 -3.36351 -0.51680  0.002
C14 4.54245 1.18109 1.00800  -0.003
C15 3.53235 -0.64991 0.09230  -0.001
C16 5.87365 -0.77151 0.65820  -0.002
C17 -1.50125 3.32339 0.47930  0.000
C18 2.32385 -2.56731 -0.67590  -0.011
C19 5.78635 0.53939 1.04590  0.002
C20 -2.00555 2.22389 -1.58870  0.000
C21 -1.72065 -1.41551 -2.98990  0.000
C22 -3.66435 -2.58441 -2.04270  0.000
H1 -0.20555 4.09409 -1.05670  0.000
H2 -1.49555 3.18579 1.56450  0.000
H3 -3.80745 -2.82381 2.52340  0.000
H4 0.95785 3.44699 2.30930  0.000
H5 -2.99075 1.40589 1.49340  0.000
H6 2.78425 2.40299 -0.62720  0.000
H7 -3.37155 0.60789 -0.04450  0.000
H8 -1.05365 2.40549 -2.08240  0.000
H9 -4.75505 -2.57941 -1.94760  0.000
H10 2.14675 3.96829 -1.15660  -0.001
H11 -1.35235 -0.67231 -3.69970  0.000
H12 -1.73275 -1.39791 2.66960  0.000
H13 4.46575 2.20339 1.35530  0.000
H14 -2.67035 3.07909 -1.77840  0.000
H15 -3.35375 -3.58951 -2.35630  0.000
H16 3.39305 -4.42431 -0.69030  0.000
H17 6.80685 -1.31091 0.69790  0.000
H18 2.18235 4.28669 1.34210  0.000
H19 -3.69965 -0.59811 -2.87760  0.000
H20 -2.44415 1.33439 -2.03420  0.000
H21 -3.89065 2.28129 0.23230  0.000
H22 -2.28065 4.06239 0.23150  0.000
H23 6.64625 1.07479 1.41220  0.000
H24 -3.97835 -1.28891 1.65550  0.000
H25 -3.53325 -1.89191 -4.07430  0.000
H26 -4.79205 -3.07051 0.19320  0.000
H27 -0.41305 -0.76991 -1.49940  0.001
H28 0.03145 4.82599 0.53250  0.000
H29 1.41425 2.44229 -1.74010  0.000
H30 -1.24105 -2.37641 -3.21580  0.000
H31 2.39545 2.56779 1.76940  0.000
H32 -1.43135 -2.96861 1.89070  0.000
H33 -3.30665 -4.01311 0.43350  0.000


# C22H33Cl5O5S

A 2-piece molecular cluster, C22H33Cl5O5S overall (ωB97M-V/def2-TZVPD, the OMol25 dataset).

The value obtained for the HOMO energy is -9.0 eV. As for the gap between HOMO and LUMO: 0.345 hartree. The total charge is 0. As for the SMILES: Cc1ccc(C(C)C)c(OC[C@H]2[C@H](CCCCl)[C@@H](O)[C@H]([C@@H](Cl)[C@H](C)Cl)OS2(=O)=O)c1.ClCCl.

Each line ends with the Löwdin charge.
Geometry (Å):
Cl1 7.71079 -4.32632 -2.94564  0.506
Cl2 1.75242 -4.21544 -1.34203  0.716
Cl3 7.61856 -2.43684 -0.71564  0.532
Cl4 4.00491 -0.80610 0.04174  0.654
Cl5 -4.53357 -2.34072 3.43668  0.558
S1 0.43835 -0.90979 2.34544  0.676
O1 1.42006 0.12908 2.28069  -0.262
O2 -2.21762 1.57464 0.72288  -0.048
O3 1.06567 -2.22899 1.62047  -0.169
O4 -0.38735 -2.01758 -1.74236  -0.018
O5 0.13415 -1.25834 3.69499  -0.250
C1 -2.76323 -2.62085 3.54377  -0.577
C2 1.06995 -1.95662 0.20940  -0.350
C3 -1.58714 5.58289 -0.08495  -0.047
C4 2.24467 -2.75873 -0.42430  -0.631
C5 -1.47415 5.11922 1.21182  -0.271
C6 -1.07983 6.02230 2.35460  -0.045
C7 -2.18735 3.19308 -3.49149  -0.088
C8 -1.94857 4.74341 -1.10475  -0.034
C9 -2.19368 3.38584 -0.92438  -0.098
C10 -2.61621 2.55640 -2.14650  -0.326
C11 -0.93207 0.96960 0.88477  -0.176
C12 -2.15452 -3.20125 2.26252  -0.239
C13 3.17404 -1.82314 -1.23181  -0.667
C14 -2.03967 2.91960 0.38247  -0.216
C15 -1.06010 -0.46313 1.41985  -0.212
C16 8.23143 -3.99164 -1.28919  -1.012
C17 -2.56261 -2.50014 0.94640  -0.160
C18 -1.71128 3.78190 1.40419  0.017
C19 4.27977 -2.56546 -2.02042  -0.159
C20 -0.32156 -2.29080 -0.34124  -0.312
C21 -1.48570 -1.53170 0.36001  -0.204
C22 -2.10746 1.10435 -2.17290  -0.074
H1 -2.62664 -3.36695 4.33310  0.075
H2 -2.52416 -4.23422 2.19005  0.113
H3 4.40038 -3.61109 -1.73353  0.061
H4 1.25581 -0.89311 -0.01813  0.127
H5 -1.85611 -0.45641 2.17477  0.134
H6 -1.04603 1.00440 -1.93773  0.074
H7 -2.74044 0.51892 -1.50087  0.070
H8 -0.50460 -3.36205 -0.18043  0.131
H9 -2.00424 -0.98082 -0.42731  0.117
H10 -1.82292 6.01992 3.16266  0.083
H11 -0.40985 1.54859 1.66087  0.118
H12 4.08778 -2.43384 -3.09057  0.085
H13 -0.29762 1.03295 -0.00750  0.130
H14 -1.64696 3.33441 2.39811  0.141
H15 -3.71613 2.51304 -2.17057  0.146
H16 -1.01031 7.05750 2.00244  0.074
H17 -2.77153 -3.21056 0.13581  0.123
H18 -2.26316 0.65561 -3.16306  0.085
H19 -2.01421 5.20780 -2.08248  0.100
H20 9.31498 -3.97158 -1.26035  0.024
H21 7.85611 -4.77478 -0.64004  0.026
H22 -2.59318 2.58189 -4.30916  0.077
H23 2.62891 -1.09861 -1.84343  0.098
H24 -0.12612 5.72395 2.80499  0.084
H25 -3.46719 -1.88757 1.04271  0.091
H26 -2.26115 -1.72195 3.90806  0.050
H27 -1.38245 6.64079 -0.24246  0.114
H28 0.41729 -1.56324 -2.01640  0.079
H29 -1.06418 -3.28751 2.32041  0.100
H30 5.23337 -2.05576 -1.81365  -0.005
H31 -2.58141 4.20019 -3.64238  0.064
H32 2.85186 -3.11334 0.41399  0.104
H33 -1.09697 3.14471 -3.61299  0.093


# C22H33N3O3S

An isolated molecule of C22H33N3O3S (ωB97M-V/def2-TZVPD, the OMol25 dataset).

The value obtained for the HOMO energy is -7.8 eV. As for the gap between HOMO and LUMO: 0.307 hartree. The relative energy (zero: lowest compared OMol25 entry of this formula, charge and spin) comes out at 1.108 eV. The total charge is 0.

Each line ends with the Löwdin charge.
Geometry (Å):
S1 -2.22842 -1.68764 1.97999  0.967
O1 -3.11493 2.73409 1.70036  0.133
O2 1.43053 -2.19866 1.44315  0.058
O3 -2.53973 -1.08000 0.67600  -0.532
N1 1.08949 -3.05993 -2.81393  -0.191
N2 -1.81096 1.58626 3.06573  0.176
N3 0.16260 -0.87336 0.10731  0.059
C1 0.12097 3.76178 3.15377  -0.012
C2 -0.46896 6.04557 1.70338  -0.038
C3 0.26062 -2.38069 -1.84554  -0.158
C4 -1.06375 3.82980 2.41880  -0.147
C5 0.46032 -1.48747 1.27046  -0.549
C6 -0.03090 -2.52886 -5.50038  -0.109
C7 -1.97160 2.70706 2.41927  -0.274
C8 -1.35147 4.98346 1.69212  -0.011
C9 0.71281 5.98569 2.43203  -0.277
C10 0.79822 -1.51687 -4.72079  -0.244
C11 3.02051 -3.83970 -1.33629  -0.245
C12 -2.91062 0.82772 2.76808  -0.313
C13 -3.70836 1.53569 1.90797  -0.240
C14 1.67857 7.12967 2.44031  -0.052
C15 -0.50526 -1.15094 2.39157  -0.214
C16 0.99294 4.82878 3.15573  -0.037
C17 3.84882 -5.08390 -1.04084  -0.113
C18 -3.05723 -0.55737 3.23513  -0.228
C19 1.87207 -4.16656 -2.30346  -0.208
C20 1.77509 -2.20890 -3.76606  -0.224
C21 0.89495 -1.18302 -1.09837  -0.151
C22 -4.98937 1.21283 1.23517  0.008
H1 -2.26705 5.03931 1.12283  0.116
H2 -0.64979 -2.03119 -2.34615  0.117
H3 -5.31311 2.06537 0.64488  0.088
H4 1.90896 4.77114 3.72581  0.115
H5 -0.70131 6.93628 1.13723  0.110
H6 -0.76230 -2.02568 -6.12868  0.066
H7 2.28248 -4.69186 -3.17260  0.117
H8 1.92728 7.41127 3.46225  0.082
H9 -5.75782 0.97038 1.96845  0.089
H10 2.61842 -3.45312 -0.39894  0.084
H11 -4.10105 -0.86115 3.27020  0.091
H12 0.61032 -3.13598 -6.13522  0.071
H13 4.64716 -4.85117 -0.34026  0.068
H14 -0.04046 -3.11869 -1.09824  0.126
H15 3.22441 -5.85917 -0.60215  0.071
H16 1.17868 -4.85260 -1.80634  0.121
H17 0.90460 -0.29226 -1.73086  0.119
H18 -0.21631 -1.68467 3.29437  0.102
H19 1.26549 7.99501 1.92855  0.074
H20 -0.52633 -0.07430 2.57092  0.076
H21 -2.56728 -0.72735 4.18874  0.097
H22 -0.78930 -0.54089 -0.00854  0.105
H23 2.43326 -2.85095 -4.35730  0.121
H24 1.91551 -1.42335 -0.79857  0.109
H25 0.33406 2.86543 3.71422  0.112
H26 1.37439 -0.89731 -5.41182  0.106
H27 -4.85263 0.35357 0.58017  0.081
H28 -0.55033 -3.18780 -4.81050  0.066
H29 4.29409 -5.47802 -1.95292  0.069
H30 0.13683 -0.85601 -4.15923  0.093
H31 3.66283 -3.07592 -1.78130  0.107
H32 2.40522 -1.44510 -3.28151  0.111
H33 2.60412 6.84224 1.94183  0.085


# C22H33N3O5

An isolated molecule of C22H33N3O5 (ωB97M-V/def2-TZVPD, the OMol25 dataset).

The value obtained for the HOMO energy is -7.7 eV. As for the gap between HOMO and LUMO: 0.313 hartree. The relative energy (zero: lowest compared OMol25 entry of this formula, charge and spin) comes out at 0.299 eV. The total charge is 0. As for the SMILES: CCCCCNC(=O)CCCCn1c(=O)[nH]c2cc(OCC)c(OCC)cc2c1=O.

Each line ends with the Löwdin charge.
Geometry (Å):
O1 4.89343 -1.91255 -0.09633  -0.018
O2 -0.56182 -0.47350 -0.48551  0.062
O3 1.26678 3.24719 0.48360  0.072
O4 5.29525 0.41994 -1.07477  -0.035
O5 -1.20446 0.22526 2.81593  0.078
N1 -2.80161 -0.23655 -0.48039  0.073
N2 0.01763 1.74529 1.63982  0.081
N3 0.78957 -0.42309 1.99894  0.177
C1 -0.20658 0.49480 2.17951  -0.489
C2 -1.54724 0.22200 -0.65289  -0.489
C3 -5.51765 -2.11110 -0.71627  -0.228
C4 3.25033 1.29251 -0.09493  0.071
C5 -7.51410 -0.57467 -0.85081  -0.114
C6 6.85057 1.52004 -2.48126  -0.063
C7 -5.99326 -0.67131 -0.90348  -0.282
C8 -4.02779 -2.32696 -0.98788  -0.187
C9 -3.09487 -1.57767 -0.03164  -0.170
C10 3.94637 -1.00140 0.21769  -0.173
C11 -2.33635 2.47450 1.19083  -0.170
C12 -1.00255 2.75700 1.88295  -0.111
C13 5.29323 -3.28638 1.88791  -0.060
C14 1.14109 2.11152 0.90497  -0.380
C15 2.11212 1.05001 0.68484  -0.073
C16 -2.33310 2.65838 -0.32822  -0.181
C17 -1.45492 1.66996 -1.10549  -0.089
C18 2.82408 -1.23496 0.98978  0.062
C19 4.82603 -3.21988 0.43633  -0.235
C20 1.90111 -0.21559 1.22116  -0.183
C21 5.55782 1.66396 -1.69362  -0.255
C22 4.16416 0.29349 -0.33510  -0.183
H1 -3.06489 3.17093 1.61280  0.117
H2 -7.83730 0.45716 -0.96884  0.068
H3 -0.58219 3.70465 1.54022  0.123
H4 -1.17523 2.79729 2.96245  0.132
H5 -3.57873 0.38399 -0.63186  0.110
H6 2.62776 -2.20779 1.41108  0.114
H7 -3.79112 -2.03056 -2.01212  0.116
H8 5.27477 -4.31669 2.23256  0.077
H9 -5.57861 -0.04022 -0.11434  0.100
H10 4.73030 1.93296 -2.36435  0.129
H11 -5.64389 -0.29617 -1.86898  0.111
H12 3.81501 -3.63124 0.32888  0.118
H13 6.30884 -2.90672 1.96273  0.081
H14 -1.98551 3.66733 -0.56125  0.116
H15 -3.52823 -1.54579 0.97448  0.128
H16 -2.65147 1.46538 1.45615  0.092
H17 0.57977 -1.35739 2.32176  0.167
H18 5.66040 2.45009 -0.93260  0.128
H19 -5.74601 -2.43284 0.30242  0.114
H20 -7.88580 -0.94357 0.10253  0.073
H21 -3.36775 2.58736 -0.67790  0.102
H22 5.50273 -3.80226 -0.19515  0.126
H23 -6.08247 -2.75352 -1.39648  0.110
H24 -7.96281 -1.16726 -1.64504  0.072
H25 4.65565 -2.68576 2.53165  0.067
H26 7.08950 2.45728 -2.97568  0.075
H27 6.74335 0.73778 -3.22738  0.078
H28 -3.82150 -3.39526 -0.89937  0.107
H29 3.36707 2.28723 -0.49266  0.118
H30 -2.12792 -2.08293 0.02553  0.118
H31 -0.40780 1.96321 -1.04077  0.105
H32 -1.73232 1.70326 -2.16335  0.126
H33 7.66312 1.24981 -1.81277  0.077


For each record above, in turn, the calculated molar mass values are 760.15, 586.83, 419.59, 419.52 g mol⁻¹.
For each record above, in turn, the calculated total energy values are -125663.32919, -107033.31754, -44797.74715, -38059.71692 eV.